[1]
57
Properties=species:S:1:pos:R:3 method="wB97M-V/def2-TZVPD" total_energy_ha=-1300.3520 charge=-1 e_homo_ev=-6.5 homo_lumo_gap_ev=8.98
C -1.7176 1.2096 0.6557
N -0.6120 1.7725 1.4414
C -0.4490 1.0571 2.7714
O -0.5376 -0.3165 2.6046
C -1.5134 1.5709 -0.7807
C -0.3704 0.7134 -1.3502
C -0.5755 -0.7911 -1.2678
N -1.5109 -1.2268 -2.3088
H -1.9520 0.0920 0.7612
H -2.6497 1.6653 1.1477
H 0.2817 1.6332 0.9666
H -1.2460 1.4789 3.4588
H 0.4939 1.3987 3.1423
H -2.4366 1.4510 -1.3207
H -1.2491 2.6258 -0.8351
H -0.2260 0.9148 -2.4143
H 0.4875 1.1298 -0.9321
H 0.4229 -1.1709 -1.4929
H -0.8532 -1.1316 -0.2286
H -1.3243 -0.7160 -3.2206
H -2.5010 -1.2152 -2.1286
H -1.8828 3.6457 0.7799
H -1.3635 4.5922 -0.3970
O -1.5245 4.5357 0.5675
H 3.8131 -2.7244 0.0513
H 2.5007 -2.0695 0.8262
O 3.2041 -2.7415 0.7098
H 2.8674 0.4866 1.1577
H 2.4122 1.9793 0.7977
O 3.1074 1.3704 0.7360
H 3.9018 0.5009 -0.4986
H 2.8918 -0.6551 -0.7643
O 3.6109 -0.1370 -1.1712
H -2.6406 -2.3781 0.9719
H -2.0265 -1.0954 1.8662
O -2.8658 -1.6079 1.4967
H 2.1903 4.1339 0.0584
H 0.7109 3.7815 0.5634
O 1.4399 3.4809 0.0450
H 1.7096 -3.6216 1.0225
H 0.9339 -2.4437 0.7637
O 0.8253 -3.4223 0.5462
H 1.7750 2.9633 -1.6596
H 2.9546 1.9375 -1.8257
O 2.3485 2.6005 -2.3288
H -0.0175 -3.6951 -2.4951
H 0.8731 -3.4891 -1.2782
O 0.8486 -3.9119 -2.1379
H -0.8130 -3.7610 -0.0529
H -1.3395 -2.8684 -1.0669
O -1.6744 -3.4835 -0.3339
H -4.9222 -0.6634 -0.3182
H -3.4636 -0.7600 -0.0946
O -4.1247 -0.5204 -0.7644
H 0.2742 -0.6077 1.8933
H 1.9256 -0.6021 2.2135
O 1.5778 -0.8946 1.4511

---

[2]
23
Properties=species:S:1:pos:R:3 method="wB97M-V/def2-TZVPD" total_energy_ha=-1242.4801 charge=0 e_homo_ev=-8.5 homo_lumo_gap_ev=7.62
C 2.6600 -2.1346 0.9407
C 0.4113 -0.2809 0.0038
C 0.6376 -1.5948 -0.3431
C -0.2978 0.7135 -0.7183
C -0.3746 1.9528 -0.3022
C 1.4678 -2.3849 0.5198
C -2.3711 3.5720 -0.1799
C -1.2541 3.0382 -1.0237
C 0.7885 -3.9095 0.8518
I -1.3455 -3.6818 1.1856
I 1.2304 -4.9274 -1.0626
I 1.7039 -4.8824 2.5307
H 3.1260 -2.6178 1.7870
H 2.7997 -1.0580 0.7060
H 1.1233 -0.0489 0.7853
H 0.2152 -2.0135 -1.2082
H -0.8755 0.3339 -1.5433
H 0.2508 2.3210 0.4718
H -1.9449 3.9162 0.6618
H -2.7504 4.3470 -0.6857
H -3.1178 2.8809 0.0174
H -1.5534 2.6596 -2.0048
H -0.5295 3.7993 -1.3902

---

[3]
103
Properties=species:S:1:pos:R:3 method="wB97M-V/def2-TZVPD" multiplicity=2 total_energy_ha=-6449.1791 charge=+1 e_homo_ev="-10.4 / -10.4" s_squared=0.777 homo_lumo_gap_ev="6.03 / 6.52"
V 0.1847 -0.5004 0.3989
C -5.6733 -4.1489 -3.3810
C -4.7428 -3.0438 -2.9647
C -5.0356 -2.2362 -1.8664
C -4.1685 -1.2379 -1.4613
C -2.9747 -1.0539 -2.1506
C -2.6739 -1.8284 -3.2626
C -3.5578 -2.8175 -3.6587
S -1.8908 0.2598 -1.7310
O -2.6244 1.4710 -1.9596
O -0.6272 0.0442 -2.3966
N -1.4695 0.1668 -0.1502
C -2.3358 0.5828 0.9680
C -1.8911 -0.3660 2.0810
O -2.5795 -0.9411 2.8507
O -0.5105 -0.4950 2.0000
H -6.6566 -4.0303 -2.9297
H -5.2748 -5.1147 -3.0640
H -5.7859 -4.1809 -4.4642
H -5.9642 -2.3810 -1.3285
H -4.4353 -0.6101 -0.6232
H -1.7621 -1.6476 -3.8138
H -3.3237 -3.4221 -4.5268
H -3.3962 0.4841 0.7616
H -2.1381 1.6128 1.2784
C -0.5267 -3.9127 2.6834
Si -0.1014 -3.7893 0.8823
C -1.6831 -3.5366 -0.0782
C 0.6982 -5.3748 0.3055
C 1.0346 -2.3124 0.4753
Si 2.3883 -2.0253 1.8846
C 1.7549 -1.3563 3.5036
C 3.2144 -3.6670 2.1943
C 3.7503 -0.8270 1.3976
Si 1.8273 -2.4142 -1.2291
C 0.7936 -2.9935 -2.6544
C 3.4626 -3.2931 -1.3251
C 2.1850 -0.5508 -1.5180
C 2.9302 -0.0048 -2.5489
C 3.1922 1.3598 -2.5798
C 2.7497 2.1753 -1.5464
C 2.0123 1.5956 -0.5416
N 1.7126 0.2853 -0.5503
H -1.2402 -4.7309 2.8142
H -1.0028 -3.0045 3.0572
H 0.3383 -4.1278 3.3135
H -2.2361 -4.4746 -0.1753
H -1.4989 -3.1543 -1.0835
H -2.3390 -2.8257 0.4344
H 0.0554 -6.2173 0.5747
H 1.6732 -5.5481 0.7637
H 0.8318 -5.4026 -0.7789
H 0.8617 -1.8597 3.8692
H 1.5262 -0.2921 3.4444
H 2.5491 -1.4867 4.2440
H 2.5211 -4.4295 2.5515
H 3.9745 -3.5235 2.9664
H 3.7110 -4.0552 1.3045
H 3.4482 0.2126 1.5348
H 4.1116 -0.9360 0.3741
H 4.5984 -1.0076 2.0638
H 0.3113 -3.9538 -2.4665
H 1.4387 -3.1097 -3.5287
H 0.0259 -2.2598 -2.8923
H 3.3410 -4.3362 -1.0209
H 4.2403 -2.8518 -0.7026
H 3.8116 -3.2926 -2.3603
H 3.3133 -0.6544 -3.3251
H 3.7671 1.7847 -3.3926
H 2.9713 3.2328 -1.5117
H 1.6874 2.1631 0.3189
C -4.3967 5.9742 0.6537
C -4.3051 5.6563 -0.6936
C -3.2416 4.8966 -1.1638
C -2.2605 4.4553 -0.2845
C -2.3780 4.7411 1.0722
C -3.4340 5.5102 1.5397
As -0.6993 3.4436 -0.8785
C -0.5094 4.0630 -2.7140
C -1.2096 3.6314 -3.8334
C -0.9181 4.1754 -5.0776
C 0.0778 5.1359 -5.2053
C 0.7831 5.5639 -4.0914
C 0.4920 5.0330 -2.8393
C 1.1564 5.4170 -1.5748
C 2.2003 6.3283 -1.4462
C 2.7478 6.5809 -0.1962
C 2.2632 5.9261 0.9308
C 1.2257 5.0098 0.8044
C 0.6652 4.7653 -0.4416
H -5.2167 6.5806 1.0152
H -5.0651 5.9994 -1.3839
H -3.1789 4.6511 -2.2161
H -1.6316 4.3831 1.7749
H -3.5079 5.7420 2.5944
H -1.9767 2.8757 -3.7392
H -1.4655 3.8447 -5.9507
H 0.3033 5.5568 -6.1764
H 1.5535 6.3167 -4.2020
H 2.5934 6.8422 -2.3144
H 3.5581 7.2915 -0.0989
H 2.6987 6.1229 1.9017
H 0.8545 4.4999 1.6879